(1)
ORCA calculation (ωB97M-V/def2-TZVPD) on C24H70BFN6O10PdS as an isolated structure at a distorted geometry.

Each line ends with the Mulliken spin population.
Atoms and positions in Å:
Pd -9.33 29.07 -8.58  1.50
F -9.63 31.08 -7.43  0.15
B -11.25 29.36 -9.88  0.03
H -12.23 29.21 -10.32  0.04
H -10.42 29.10 -10.52  0.01
H -11.02 30.30 -9.41  0.03
H -11.23 28.63 -9.08  0.05
S -6.89 30.87 -9.64  -0.08
O -5.89 30.20 -8.76  0.49
O -6.23 31.33 -10.80  0.14
O -7.98 30.01 -9.89  0.04
O -7.40 31.94 -8.84  0.45
C -8.76 24.94 -10.73  0.01
C -8.46 26.48 -10.52  -0.01
C -8.66 27.29 -11.81  -0.01
O -7.59 27.26 -12.74  0.00
C -6.34 27.98 -12.56  0.00
N -9.30 26.99 -9.37  0.11
H -9.78 24.93 -11.12  0.00
H -8.75 24.40 -9.79  0.00
H -8.32 24.27 -11.48  0.00
H -7.43 26.70 -10.22  0.00
H -8.77 28.33 -11.53  0.01
H -9.61 27.00 -12.28  0.00
H -5.85 27.51 -11.71  0.00
H -6.71 28.98 -12.37  0.00
H -5.78 28.06 -13.49  0.00
H -10.19 26.86 -9.83  -0.02
H -9.20 26.25 -8.70  0.00
C -14.01 34.18 -10.28  0.00
C -13.85 32.79 -9.69  0.00
C -14.25 31.71 -10.63  0.00
O -15.64 31.81 -11.00  0.00
C -16.04 30.80 -11.87  0.00
N -12.61 32.52 -8.95  0.00
H -13.43 34.84 -9.64  0.00
H -14.96 34.68 -10.48  0.00
H -13.50 34.28 -11.23  0.00
H -14.62 32.66 -8.93  0.00
H -14.23 30.90 -9.90  0.00
H -13.53 31.54 -11.43  0.00
H -15.44 30.81 -12.78  0.00
H -17.10 30.81 -12.12  0.00
H -15.97 29.89 -11.28  0.00
H -12.68 31.56 -8.64  0.00
H -11.99 32.44 -9.74  0.00
C -9.58 33.34 -10.44  0.01
C -9.46 34.38 -9.40  0.00
C -10.27 35.68 -9.74  0.00
O -10.14 36.42 -8.51  0.00
C -10.78 37.61 -8.44  0.00
N -9.86 33.82 -8.12  0.00
H -8.71 33.39 -11.09  0.01
H -10.55 33.49 -10.90  0.00
H -9.49 32.31 -10.09  -0.01
H -8.44 34.78 -9.38  0.00
H -11.32 35.49 -9.95  0.00
H -9.73 36.26 -10.48  0.00
H -11.05 37.84 -7.41  0.00
H -11.56 37.65 -9.19  0.00
H -10.11 38.42 -8.74  0.00
H -10.12 34.70 -7.71  0.00
H -10.82 33.50 -8.14  0.00
C -10.83 31.78 -13.49  0.00
C -9.56 30.97 -13.95  0.00
C -8.90 31.52 -15.24  0.00
O -9.64 31.38 -16.44  0.00
C -9.74 29.96 -16.67  0.00
N -8.62 30.96 -12.85  0.00
H -11.54 31.78 -14.31  0.00
H -10.54 32.76 -13.13  0.00
H -11.37 31.38 -12.63  0.00
H -9.86 29.93 -14.07  0.00
H -7.90 31.11 -15.34  0.00
H -8.55 32.52 -14.98  0.00
H -8.94 29.31 -16.32  0.00
H -9.99 29.87 -17.72  0.00
H -10.72 29.65 -16.29  0.00
H -8.83 30.31 -12.11  0.00
H -7.79 30.59 -13.29  0.00
C -12.68 27.85 -6.03  0.01
C -11.32 28.57 -5.75  -0.01
C -10.82 28.42 -4.27  0.01
O -11.00 27.03 -3.95  0.00
C -10.13 26.32 -3.13  0.00
N -10.37 27.90 -6.60  0.08
H -12.71 26.80 -5.74  0.00
H -12.85 28.05 -7.09  -0.01
H -13.50 28.34 -5.49  0.00
H -11.34 29.64 -5.96  0.00
H -11.40 29.07 -3.61  0.00
H -9.78 28.76 -4.19  0.00
H -10.24 25.23 -3.13  0.00
H -10.41 26.65 -2.13  0.00
H -9.07 26.55 -3.01  0.00
H -9.46 28.16 -6.26  0.00
H -10.43 26.89 -6.56  0.00
C -14.46 26.42 -10.11  0.00
C -13.37 25.50 -10.65  0.00
C -13.83 24.63 -11.81  0.00
O -14.79 23.68 -11.37  0.00
C -14.38 22.75 -10.36  0.00
N -12.32 26.39 -11.12  0.00
H -14.89 27.16 -10.79  0.00
H -14.17 26.92 -9.19  0.00
H -15.33 25.79 -9.91  0.00
H -12.97 24.92 -9.82  0.00
H -13.03 24.11 -12.34  0.00
H -14.28 25.36 -12.49  0.00
H -13.60 22.08 -10.72  0.00
H -15.19 22.05 -10.19  0.00
H -14.05 23.19 -9.41  0.00
H -12.23 27.05 -10.36  -0.01
H -12.49 27.09 -11.83  0.00

- total charge = -1
- ⟨S²⟩ = 3.77
- 2S+1 = 4
- E_tot (Eh) = -2687.70611



(2)
ORCA calculation (ωB97M-V/def2-TZVPD) on an isolated ion of composition C4H7N2 and charge +1 at a distorted geometry.

Each line ends with the Löwdin charge.
Atoms and positions in Å:
C -1.27 -0.82 0.54  0.00
N -0.81 -0.37 1.69  0.11
C 0.36 0.40 1.36  -0.07
N 0.86 0.12 -0.17  0.01
C 0.18 0.69 -1.39  0.08
C -0.26 -0.69 -0.67  -0.11
H -2.20 -1.29 0.49  0.10
H -0.03 1.42 1.38  0.14
H 1.29 0.33 1.96  0.14
H 1.75 -0.35 -0.41  0.20
H -0.55 1.49 -1.26  0.13
H 0.82 0.65 -2.28  0.14
H -0.13 -1.58 -1.23  0.13

- SMILES string = C1=NC[N@@H+]2C[C@H]12
- total charge = +1
- ΔE to the lowest compared entry with this formula, charge and spin (kcal/mol) = 86.1
- E_tot (Eh) = -265.77133



(3)
ORCA calculation (ωB97M-V/def2-TZVPD) on a single CH3BrClP molecule at a distorted geometry.

Each line ends with the Löwdin charge.
Atoms and positions in Å:
C 0.27 -0.12 0.03  -0.46
P 1.86 -1.07 -0.09  -0.01
Cl 1.36 -2.64 1.02  0.16
Br 1.65 -1.84 -2.14  0.20
H 0.12 0.51 -0.89  0.03
H 0.15 0.57 0.89  0.03
H -0.49 -1.04 0.08  0.04

- SMILES string = CP(Cl)Br
- ΔE to the lowest compared entry with this formula, charge and spin (kcal/mol) = 0.0
- E_tot (Eh) = -3415.49464



> Look up the E_tot of the second one.

-265.77133 Eh



> Look up the E_tot of the third one.

-3415.49464 Eh